[1]
14
Properties=species:S:1:pos:R:3 method="wB97M-V/def2-TZVPD" s2=0.755 total_energy_ev=-9814.8906 charge=+2 homo_lumo_gap_ev="10.80 / 5.41" e_above_lowest_ev=0.000 spin_multiplicity=2 fmax_ev_per_a=4.10
O -0.55528 -1.06996 -0.40973
C -0.06247 -0.01917 0.01470
O -0.62803 1.11195 0.13879
C 1.46482 -0.02482 0.33780
N 2.00777 -1.46902 -0.21716
H -1.67257 1.25442 0.22067
H 1.94198 0.60624 -0.42677
H 1.79449 0.02366 1.37779
H 2.95719 -1.42163 -0.60056
H 2.02927 -2.11858 0.57892
H 1.31606 -1.92553 -0.82272
H -3.78479 0.94060 -0.05601
H -3.66728 2.45472 0.01128
O -3.14115 1.65711 -0.14700



[2]
20
Properties=species:S:1:pos:R:3 method="wB97M-V/def2-TZVPD" total_energy_ev=-9936.6234 homo_lumo_gap_ev=3.02 e_above_lowest_ev=7.573 spin_multiplicity=1 fmax_ev_per_a=2.97
C -0.32431 0.13398 -1.34384
C -1.35401 0.88689 -0.51284
C -1.39141 2.27378 -0.73767
C 0.67803 0.19893 1.73419
N -2.17572 0.15063 0.18236
H -0.46327 0.38321 -2.39502
H -0.36275 -0.93373 -1.16862
H 0.60968 0.56787 -0.99977
H -0.66521 2.83096 -1.31158
H -1.92739 2.82274 0.03315
H 1.27944 1.11403 1.73689
H 1.04505 -0.39466 2.56950
H -0.38361 0.38672 1.92786
H 0.75925 -0.28434 0.78267
H -2.99336 0.66805 0.53647
H 3.24157 -1.18858 -0.59404
O 2.28714 -1.02778 -0.57313
H 0.50871 -3.65829 0.06825
H 1.22019 -2.22956 -0.14817
O 0.41197 -2.70086 0.21336



[3]
58
Properties=species:S:1:pos:R:3 method="wB97M-V/def2-TZVPD" total_energy_ev=-37524.3773 homo_lumo_gap_ev=9.73 e_above_lowest_ev=0.478 spin_multiplicity=1 fmax_ev_per_a=2.61
C 0.38696 0.31533 -2.24887
C -0.36575 1.25791 -1.29867
C -0.88456 0.51433 -0.03111
O -1.99277 1.17668 0.54376
C 1.90712 0.45416 -2.12650
O 2.54632 0.67725 -3.39045
H 0.00686 0.53358 -3.23539
H 0.19804 -0.73781 -1.91080
H -1.17189 1.71650 -1.86250
H 0.25662 2.09074 -0.92975
H -0.05401 0.56267 0.69355
H -1.09289 -0.54952 -0.18958
H -2.51840 1.51109 -0.19509
H 2.40608 -0.45959 -1.70260
H 2.16982 1.29983 -1.51619
H 2.37908 -0.09341 -3.93596
H -2.30462 3.98885 -1.42468
H -1.75072 4.29286 -2.89930
O -2.56198 4.01080 -2.35256
H 1.08331 -3.49688 4.29836
H 1.78303 -2.78699 3.20547
O 1.38058 -3.64625 3.38670
H 1.72673 -3.67811 -1.13119
H 0.37055 -3.43103 -1.83383
O 1.07682 -4.06919 -1.71809
H -2.01857 -3.02501 -1.22359
H -2.23759 -1.96636 -2.26507
O -1.50761 -2.36241 -1.77942
H 0.36161 -1.46862 3.85538
H -1.11195 -1.30675 4.20426
O -0.43539 -1.98740 4.15956
H 1.74362 -0.50860 2.39047
H 2.00478 -0.01481 3.92615
O 1.70509 -0.70083 3.33223
H -1.84881 -4.19742 0.67145
H -1.18302 -4.73957 -0.73646
O -1.95242 -4.40676 -0.27338
H -1.27144 -3.09980 2.89920
H -0.42531 -4.28531 2.66148
O -1.11704 -3.78598 2.21938
H -0.86946 4.40033 2.23938
H -0.48851 2.93338 1.85461
O -0.38580 3.84897 1.57064
H -4.52199 1.79639 -1.50543
H -3.35057 2.43319 -2.33409
O -3.81239 1.60169 -2.11799
H 0.55095 3.00077 -2.66172
H 0.01638 2.96894 -4.10959
O -0.12159 3.37680 -3.24594
H 2.74131 4.52685 1.19513
H 1.50820 3.94790 1.09879
O 2.42600 3.64043 0.94874
H 0.39958 -2.59442 0.71802
H -0.31093 -2.22753 -0.47893
O 0.56110 -2.06584 -0.08509
H 4.08986 1.25498 2.43081
H 2.72236 2.12881 1.87359
O 3.15924 1.43016 2.37272



[4]
101
Properties=species:S:1:pos:R:3 method="wB97M-V/def2-TZVPD" s2=8.755 total_energy_ev=-119152.9476 homo_lumo_gap_ev="5.70 / 6.20" e_above_lowest_ev=0.675 spin_multiplicity=6 fmax_ev_per_a=0.69
Mn -0.01310 -0.99831 1.29892
C 0.81593 4.45327 2.00687
N 1.76787 3.51294 2.59294
C 1.49873 3.12821 3.98683
P 2.69537 2.45360 1.76136
O 2.61962 1.03380 2.12687
O 2.22371 2.71020 0.21723
P 1.62370 1.63312 -0.81354
O 0.72042 0.57902 -0.30183
N 0.83454 2.60731 -1.87052
C 1.27187 3.95085 -2.21207
C -0.44164 2.21275 -2.45968
N 2.99828 0.95507 -1.42908
C 2.83848 -0.31121 -2.14524
C 4.01998 1.81637 -2.00477
N 4.23861 3.02143 1.84992
C 4.52695 4.42907 1.63141
C 5.33808 2.12997 1.50498
H 0.84312 5.38374 2.57836
H -0.19936 4.06113 2.01064
H 1.08668 4.67907 0.97914
H 0.83340 3.87368 4.41831
H 2.42004 3.11518 4.57052
H 1.01882 2.15002 4.04749
H 2.22248 4.18541 -1.73996
H 0.53437 4.68705 -1.87775
H 1.38932 4.05231 -3.29400
H -0.73462 1.22812 -2.10233
H -0.36716 2.18483 -3.54984
H -1.21991 2.92994 -2.18386
H 2.04748 -0.90276 -1.68873
H 3.77401 -0.87043 -2.08817
H 2.59741 -0.15164 -3.20305
H 4.16809 2.70181 -1.38839
H 3.76665 2.13263 -3.02416
H 4.96349 1.26974 -2.04515
H 3.67890 5.03775 1.93734
H 4.75450 4.63694 0.57859
H 5.39229 4.72237 2.22879
H 5.01656 1.09633 1.60356
H 6.17655 2.30199 2.18295
H 5.68711 2.30048 0.48026
N 3.50283 -2.48172 3.59408
C 2.77926 -2.01722 2.55311
O 1.64172 -1.59856 2.71272
C 3.45777 -2.04808 1.21204
I 2.94823 -3.90498 0.27415
H 3.01547 -2.61740 4.46529
H 4.34230 -3.01061 3.43617
H 4.54004 -2.03599 1.28115
H 3.08547 -1.25023 0.58068
C -1.06900 -2.67934 2.35511
C -2.46239 -2.66904 1.98668
C -3.37856 -1.74325 2.53292
C -4.65947 -1.61179 2.04990
C -5.11379 -2.42341 1.00590
C -4.25543 -3.40509 0.50180
C -2.97597 -3.53303 0.99513
C -6.42995 -2.25574 0.46813
N -7.48873 -2.12148 0.03466
H -0.55037 -3.60325 2.09624
H -0.86850 -2.36700 3.38149
H -3.03325 -1.11037 3.34252
H -5.33433 -0.87598 2.47219
H -4.61221 -4.06965 -0.27620
H -2.32794 -4.31291 0.61163
C -0.25069 -2.91095 -4.81529
C -0.33462 -2.12778 -3.51008
C -1.47722 -2.50732 -2.53717
C -1.44684 -4.03765 -2.21771
C -2.40178 -4.93024 -3.00280
C -2.81740 -2.11699 -3.12705
O -3.16039 -2.39022 -4.25936
N -3.66287 -1.44723 -2.28358
C -3.28071 -0.74355 -1.13209
O -4.09462 0.05178 -0.67836
N -2.04566 -0.95526 -0.60841
C -1.20093 -1.78602 -1.21057
O -0.09836 -2.04065 -0.67624
H 0.62024 -2.57669 -5.38287
H -1.13878 -2.77550 -5.42663
H -0.12503 -3.97860 -4.62892
H -0.40668 -1.05624 -3.73259
H 0.58490 -2.27379 -2.94207
H -1.64537 -4.16053 -1.15410
H -0.41742 -4.36798 -2.36965
H -3.44229 -4.71231 -2.75720
H -2.21211 -5.97333 -2.74402
H -2.29245 -4.81332 -4.07911
H -4.57102 -1.20223 -2.65297
C -4.21274 2.31249 2.10538
N -3.03235 1.63757 2.61741
C -1.96950 1.31520 1.85627
N -1.90276 1.86445 0.60814
O -1.07410 0.57535 2.31099
H -4.86766 2.54395 2.94170
H -4.75553 1.69342 1.38718
H -3.92770 3.25019 1.62874
H -3.12766 1.06682 3.44023
H -2.79599 1.82584 0.12301
H -1.19674 1.37032 0.07116